## a
Below is an isolated ion of composition C3H3N2OS and charge -1, with properties calculated with ωB97M-V/def2-TZVPD.

Computed properties:
Gap between HOMO and LUMO (spin up / spin down): 6.621 / 6.595 eV

```
! RIJCOSX wB97M-V def2-TZVPD def2/J DEFGRID3
* xyz -1 1
S 0.71 2.08 -0.16
O -3.05 0.45 0.06
N 0.88 -0.96 -0.33
N -3.27 -0.75 -0.44
C 0.22 0.04 -0.88
C -0.57 0.94 -0.21
C -1.94 1.16 0.14
H -2.15 2.05 0.72
H 1.28 -1.67 -0.95
H 0.74 -0.96 0.62
*
```


## b
Below is a 2-piece molecular cluster, C3H3N2OS overall, with properties calculated with ωB97M-V/def2-TZVPD.

Computed properties:
Gap between HOMO and LUMO (spin up / spin down): 3.243 / 3.350 eV

```
! RIJCOSX wB97M-V def2-TZVPD def2/J DEFGRID3
* xyz -1 1
S -1.32 0.09 -1.47
O -0.23 -4.10 1.50
N -0.18 1.32 0.51
N -0.94 -3.11 1.24
C 0.30 0.02 0.56
C -0.91 1.47 -0.57
C -0.26 -0.79 -0.38
H 0.86 -0.17 1.46
H -0.02 -1.81 -0.54
H -1.46 2.30 -0.80
*
```


Most stable = b


## a
Below is an isolated ion of composition C3H3N2OS and charge -1, with properties calculated with ωB97M-V/def2-TZVPD.

Computed properties:
Gap between HOMO and LUMO (spin up / spin down): 5.400 / 5.399 eV

```
! RIJCOSX wB97M-V def2-TZVPD def2/J DEFGRID3
* xyz -1 1
S -4.02 0.60 -0.11
O 0.80 -0.63 -0.12
N 2.16 1.17 0.14
N -1.64 -0.72 -0.12
C 0.90 0.71 0.02
C -0.50 -1.25 0.10
C -2.61 -0.09 0.27
H -0.25 -2.38 -0.01
H 2.95 0.56 0.23
H 2.21 2.04 -0.41
*
```


## b
Below is a 2-piece molecular cluster, C3H3N2OS overall, with properties calculated with ωB97M-V/def2-TZVPD.

Computed properties:
Gap between HOMO and LUMO (spin up / spin down): 7.363 / 7.363 eV

```
! RIJCOSX wB97M-V def2-TZVPD def2/J DEFGRID3
* xyz -1 1
S -2.45 -0.32 -0.45
O 1.78 -2.07 -0.80
N 0.86 2.44 -0.49
N 1.40 -1.03 -0.11
C 0.26 -0.47 -0.16
C 0.07 1.64 -0.69
C -0.99 -0.93 0.04
H -0.90 1.24 -0.92
H 2.22 -0.73 0.58
H -0.96 -1.87 0.59
*
```


Most stable = a


## a
Below is a single C6H9N3O2S molecule, with properties calculated with ωB97M-V/def2-TZVPD.

Computed properties:
Gap between HOMO and LUMO: 8.233 eV
SMILES: O=c1[nH]snc1N1CCOCC1

```
! RIJCOSX wB97M-V def2-TZVPD def2/J DEFGRID3
* xyz 0 1
S -2.51 -0.77 2.44
O -0.98 -2.55 -0.58
O 1.36 1.78 -1.49
N -1.04 0.03 1.99
N 0.60 -0.30 0.42
N -2.40 -1.92 1.14
C -0.52 -0.70 1.01
C 0.83 -0.61 -1.08
C 1.21 0.92 0.71
C -1.26 -1.89 0.38
C 0.52 0.63 -1.87
C 0.76 2.07 -0.20
H -2.84 -2.93 1.63
H 0.99 1.19 1.82
H 2.36 0.81 0.78
H 1.32 2.98 0.27
H 1.88 -1.08 -1.03
H 0.52 0.52 -2.99
H -0.51 0.86 -1.81
H -0.26 2.35 -0.19
H -0.05 -1.39 -1.38
*
```


## b
Below is a single C6H9N3O2S molecule, with properties calculated with ωB97M-V/def2-TZVPD.

Computed properties:
Gap between HOMO and LUMO: 10.046 eV
SMILES: C[C@]12NC(=O)NC(=O)N1CCS2

```
! RIJCOSX wB97M-V def2-TZVPD def2/J DEFGRID3
* xyz 0 1
S -1.94 0.89 -0.63
O 1.60 -2.45 0.54
O 0.95 1.10 3.16
N 0.30 -0.72 -0.39
N -0.14 1.02 1.26
N 1.62 -0.44 1.51
C 0.87 0.59 2.10
C 1.09 -1.36 0.54
C -2.05 -0.93 -0.77
C -0.18 0.76 -0.12
C -0.66 -1.34 -1.30
C 0.65 1.72 -1.02
H -0.52 -0.72 -2.18
H 2.37 -0.85 2.17
H 0.52 1.31 -1.99
H -0.87 1.74 1.49
H -2.92 -1.20 -1.36
H -0.38 -2.38 -1.34
H -2.07 -1.23 0.29
H 1.71 1.78 -0.84
H 0.06 2.70 -1.11
*
```


Most stable = b


## a
Below is a 12-piece molecular cluster, C6H32O12 overall, with properties calculated with ωB97M-V/def2-TZVPD.

Computed properties:
Gap between HOMO and LUMO: 8.715 eV
SMILES: C/C=C/C=C(/C)O.O.O.O.O.O.O.O.O.O.O.O

```
! RIJCOSX wB97M-V def2-TZVPD def2/J DEFGRID3
* xyz 0 1
O -4.46 -1.00 -0.10
O 2.13 1.09 2.45
O 0.74 -1.63 3.60
O -0.49 0.81 4.47
O -0.07 -3.32 -0.93
O 1.12 -1.38 -3.09
O 0.25 -3.75 -4.00
O 3.51 -0.32 -1.92
O 3.96 1.19 0.15
O 0.48 -0.92 -0.57
O -1.86 -0.12 0.10
O -1.70 -1.07 -2.94
C -1.55 0.35 1.38
C -2.22 -0.44 2.40
C -0.80 1.45 1.47
C 0.11 3.89 -1.48
C -0.29 2.21 0.33
C -0.46 3.42 -0.14
H 4.27 0.38 -0.29
H -0.19 -2.33 -0.77
H -0.65 1.95 2.43
H 1.27 -1.63 4.39
H 0.92 -2.35 -3.20
H 0.96 -0.66 0.23
H -0.64 -3.35 -4.05
H -0.94 -3.68 -0.71
H -2.66 -0.95 -2.90
H -3.30 -0.10 2.39
H -3.52 -0.96 0.16
H -2.05 -1.53 2.25
H 0.28 -4.16 -3.12
H 2.24 0.38 3.09
H 0.74 3.12 -1.94
H -2.08 -0.20 3.44
H -1.01 -0.22 -0.40
H 1.16 -0.91 -1.33
H -4.75 -0.08 0.03
H 2.94 -1.00 -2.31
H 4.16 -0.19 -2.62
H 0.27 1.05 3.92
H 3.07 1.30 -0.20
H 0.76 4.71 -1.15
H 0.89 -0.83 -3.84
H -1.31 -0.19 -3.02
H -1.18 4.14 0.21
H -1.03 1.52 4.79
H 0.00 -1.01 3.65
H 0.57 1.74 -0.17
H -0.57 4.28 -2.22
H 2.99 1.31 2.05
*
```


## b
Below is a 12-piece molecular cluster, C6H32O12 overall, with properties calculated with ωB97M-V/def2-TZVPD.

Computed properties:
Gap between HOMO and LUMO: 8.960 eV
SMILES: C=CC(=C)CCO.O.O.O.O.O.O.O.O.O.O.O

```
! RIJCOSX wB97M-V def2-TZVPD def2/J DEFGRID3
* xyz 0 1
O -1.69 -1.00 3.53
O -3.05 2.28 -1.53
O 3.92 0.03 0.00
O 2.95 0.84 -2.27
O -3.07 2.02 1.35
O 2.75 -2.70 -0.93
O 0.73 -2.20 -2.75
O -3.45 -0.55 0.61
O 2.54 3.08 -0.08
O 2.97 -1.89 1.60
O -3.44 -0.58 -2.55
O 0.24 0.51 -2.34
C -1.66 1.87 1.83
C -0.03 0.16 1.17
C -0.58 -1.03 0.56
C 1.01 0.23 1.99
C -0.67 1.44 0.78
C -0.38 -2.21 1.09
H 1.55 -2.51 -3.06
H 3.69 0.12 -0.98
H -1.21 1.38 -0.16
H 0.30 -0.36 -1.93
H 3.50 0.86 0.39
H 3.06 3.53 -0.70
H -3.11 2.46 0.49
H 2.10 1.27 -1.87
H 3.72 -2.66 -1.10
H 3.76 -2.38 1.79
H -1.51 2.92 1.96
H 3.40 -1.08 1.11
H -1.00 -0.99 -0.43
H -3.60 -1.01 1.43
H 0.66 -2.35 -1.78
H -2.95 -1.38 -2.90
H 2.66 -2.41 -0.01
H 2.65 0.60 -3.08
H -2.62 1.50 -1.94
H -1.78 1.05 2.70
H 1.65 3.44 -0.29
H 1.40 -0.62 2.52
H -0.92 -3.09 0.83
H -1.81 -0.78 2.57
H -3.94 -0.92 -1.83
H 0.26 -2.41 1.98
H -0.51 0.29 -2.95
H 0.12 2.18 0.55
H 1.39 1.14 2.43
H -0.93 -1.66 3.52
H -4.02 2.01 -1.69
H -3.22 0.32 0.83
*
```


Most stable = a


## a
Below is a 2-piece molecular cluster, ClFN2O3 overall, with properties calculated with ωB97M-V/def2-TZVPD.

Computed properties:
Gap between HOMO and LUMO (spin up / spin down): 7.338 / 8.561 eV

```
! RIJCOSX wB97M-V def2-TZVPD def2/J DEFGRID3
* xyz 0 1
Cl -2.05 -0.76 0.48
F -0.26 1.77 0.36
O 1.72 0.01 0.95
O 1.04 -1.62 -0.36
O -1.40 0.35 -0.86
N 1.19 -0.60 0.12
N -0.24 0.85 -0.70
*
```


## b
Below is a 2-piece molecular cluster, ClFN2O3 overall, with properties calculated with ωB97M-V/def2-TZVPD.

Computed properties:
Gap between HOMO and LUMO (spin up / spin down): 9.012 / 8.398 eV

```
! RIJCOSX wB97M-V def2-TZVPD def2/J DEFGRID3
* xyz 0 1
Cl 1.78 -0.06 3.18
F 0.29 -0.52 -0.53
O -1.56 -0.74 -1.76
O 0.43 0.80 1.93
O 0.04 0.51 -2.49
N -0.56 -0.20 -1.82
N -0.42 0.20 1.50
*
```


Most stable = b


## a
Below is C5H6Cl2IrN2O4Tm as an isolated structure, with properties calculated with ωB97M-V/def2-TZVPD.

Computed properties:
Gap between HOMO and LUMO (spin up / spin down): 8.195 / 4.900 eV
<S²>: 12.06

```
! RIJCOSX wB97M-V def2-TZVPD def2/J DEFGRID3
* xyz 4 7
Ir -0.11 0.50 -0.48
Tm -2.89 -0.17 -0.52
Cl -1.03 -1.82 0.07
Cl -4.50 1.58 -0.75
O 1.05 0.41 1.15
O -5.43 -3.16 0.36
O -1.10 1.48 -3.12
O -6.61 -0.91 -1.31
N 3.37 0.40 0.61
N 2.61 0.40 2.75
C 2.31 0.38 1.42
C -0.79 1.07 -2.06
C 3.41 0.58 -0.82
C -4.76 -2.27 0.05
C -5.46 -1.11 -1.30
H 2.46 0.98 -1.19
H 4.25 0.23 1.11
H 1.85 0.20 3.36
H 3.57 -0.38 -1.32
H 4.24 1.26 -1.04
H 3.58 0.33 3.05
*
```


## b
Below is C5H6Cl2IrN2O4Tm as an isolated structure, with properties calculated with ωB97M-V/def2-TZVPD.

Computed properties:
Gap between HOMO and LUMO (spin up / spin down): 7.901 / 4.896 eV
<S²>: 12.06

```
! RIJCOSX wB97M-V def2-TZVPD def2/J DEFGRID3
* xyz 4 7
Ir -0.34 0.59 -1.14
Tm 0.24 0.07 -4.20
Cl -1.04 2.00 -3.29
Cl 1.78 -1.78 -4.80
O 0.23 2.21 -0.30
O -0.07 1.40 -7.76
O -1.05 -2.27 -1.61
O 0.68 -1.43 -7.53
N 0.89 3.96 1.05
N -0.94 2.69 1.66
C 0.19 -0.82 -6.67
C -0.79 -1.13 -1.44
C -1.78 1.53 1.82
C 0.06 2.88 0.79
C -0.09 1.03 -6.65
H -2.77 1.77 1.44
H -1.77 1.18 2.86
H -1.05 3.46 2.33
H 0.61 4.61 1.80
H 1.37 4.42 0.27
H -1.43 0.69 1.27
*
```


Most stable = a


## a
Below is CO5S as an isolated structure, with properties calculated with ωB97M-V/def2-TZVPD.

Computed properties:
Gap between HOMO and LUMO: 11.913 eV

```
! RIJCOSX wB97M-V def2-TZVPD def2/J DEFGRID3
* xyz 0 1
S 1.17 0.14 0.01
O -0.88 0.57 -0.44
O -2.38 -0.93 0.39
O 0.78 -0.61 1.09
O 1.37 -0.51 -1.21
O 1.58 1.52 0.18
C -1.63 -0.18 -0.02
*
```


## b
Below is a 2-piece molecular cluster, CO5S overall, with properties calculated with ωB97M-V/def2-TZVPD.

Computed properties:
Gap between HOMO and LUMO: 11.902 eV
SMILES: O=S(=O)=O.O=C=O

```
! RIJCOSX wB97M-V def2-TZVPD def2/J DEFGRID3
* xyz 0 1
S -1.33 -0.03 -0.12
O 2.81 -0.05 -0.31
O 0.82 0.12 0.74
O -1.80 1.11 0.57
O -0.52 0.12 -1.34
O -1.78 -1.31 0.27
C 1.79 0.04 0.18
*
```


Most stable = b